Density functional theory data (ωB97M-V/def2-TZVPD) for 4 unconnected molecules or ions with the total composition C9H14Cl6F3NO3 at a distorted geometry.

Each line ends with the Löwdin spin population.
CARTESIAN COORDINATES (ANGSTROEM)
C: -5.34 3.31 2.44  0.12
O: -5.38 4.53 2.55  0.79
N: -4.22 2.64 2.18  0.03
C: -4.30 1.23 2.37  0.01
C: -2.95 3.09 1.56  0.00
H: -6.11 2.57 2.71  0.05
H: -3.45 1.00 3.02  0.00
H: -4.06 0.58 1.54  0.00
H: -5.02 0.91 3.13  0.00
H: -2.82 4.16 1.73  0.00
H: -2.11 2.80 2.19  0.00
H: -2.64 2.94 0.52  0.00
C: 2.94 -1.75 -0.20  0.00
C: 1.74 -1.80 0.69  0.00
O: 0.72 -0.91 0.22  0.00
C: -0.12 -1.25 -0.73  0.00
O: -0.11 -2.33 -1.28  0.00
C: -0.98 -0.05 -1.15  0.00
F: -1.00 0.84 -0.08  0.00
F: -0.49 0.65 -2.19  0.00
F: -2.24 -0.38 -1.45  0.00
H: 3.83 -2.32 0.10  0.00
H: 3.33 -0.73 -0.26  0.00
H: 2.59 -2.18 -1.13  0.00
H: 1.95 -1.54 1.73  0.00
H: 1.42 -2.84 0.82  0.00
C: 1.75 -4.73 -2.75  0.00
Cl: 1.12 -4.94 -4.40  0.00
Cl: 3.34 -5.55 -2.63  0.00
Cl: 0.60 -5.57 -1.66  0.00
H: 1.86 -3.69 -2.46  0.00
C: 5.36 2.20 -1.45  0.00
Cl: 4.28 1.04 -2.26  0.00
Cl: 5.04 2.15 0.34  0.00
Cl: 5.07 3.94 -1.99  0.00
H: 6.38 2.00 -1.78  0.00

Total energy: -3692.1507 Ha
Multiplicity: 2
LUMO level (alpha / beta): -4.52 / -9.34 eV
HOMO energy (alpha / beta): -0.4520 / -0.4520 hartree
<S²>: 0.76
Net charge: +1

Density functional theory data (ωB97M-V/def2-TZVPD) for a molecular structure, C9H14GdN2P at a distorted geometry.

Each line ends with the Löwdin spin population.
CARTESIAN COORDINATES (ANGSTROEM)
C: -0.39 0.14 -2.27  0.06
C: -1.21 1.15 -1.63  0.07
C: -0.33 2.11 -0.98  0.09
C: 1.06 1.68 -1.24  0.07
C: 1.00 0.48 -2.04  0.07
Gd: 0.00 0.19 0.17  6.17
P: -0.06 -2.44 0.40  0.24
H: -0.76 -0.73 -2.82  0.00
H: -2.31 1.19 -1.62  0.02
H: -0.63 2.93 -0.32  0.01
H: 1.88 -0.07 -2.42  0.01
H: 1.96 2.19 -0.88  0.01
H: 1.07 -3.09 -0.05  0.04
H: -1.15 -3.06 -0.18  0.04
H: -0.15 -2.71 1.79  0.01
C: 1.19 3.22 2.07  0.00
C: 0.99 1.94 2.76  0.01
N: 0.62 0.77 2.26  0.03
C: 0.59 -0.18 3.32  0.02
C: 0.95 0.48 4.45  0.01
N: 1.19 1.80 4.07  0.00
H: 0.49 3.95 2.48  0.00
H: 2.22 3.54 2.24  0.00
H: 1.04 3.11 0.99  0.00
H: 0.33 -1.22 3.18  0.01
H: 1.04 0.09 5.44  0.00
H: 1.48 2.52 4.71  0.00

Total energy: -1567.5666 Ha
Multiplicity: 8
LUMO level (alpha / beta): 0.29 / 0.19 eV
ΔE to the lowest compared entry with this formula, charge and spin: 202.2 kJ/mol
HOMO energy (alpha / beta): -0.1308 / -0.2675 hartree
<S²>: 15.80
Net charge: 0

Density functional theory data (ωB97M-V/def2-TZVPD) for a molecular structure, C9H14LuN2PS at a distorted geometry.

Each line ends with the natural charge from an NBO analysis.
CARTESIAN COORDINATES (ANGSTROEM)
C: -0.96 -0.02 -3.20  -0.37
C: -1.73 1.11 -3.59  -0.34
C: -0.84 2.22 -3.70  -0.31
C: 0.50 1.76 -3.60  -0.33
C: 0.45 0.39 -3.19  -0.44
Lu: 0.81 -0.87 -0.12  0.78
P: -0.20 -3.37 -0.82  -0.08
H: -1.32 -1.02 -2.93  0.18
H: -2.81 1.14 -3.73  0.20
H: -1.12 3.24 -3.95  0.19
H: 1.30 -0.29 -3.01  0.18
H: 1.41 2.35 -3.75  0.20
H: 0.81 -4.03 -1.63  0.04
H: -1.34 -3.68 -1.66  0.05
H: -0.37 -4.44 0.12  0.02
C: 0.14 -1.22 2.12  -0.52
N: 0.31 0.05 2.87  -0.38
C: 0.28 0.25 4.24  -0.06
C: 0.58 1.56 4.46  -0.07
N: 0.80 2.13 3.21  -0.51
C: 0.64 1.20 2.24  0.27
S: 0.67 1.53 0.54  -0.21
H: -0.66 -1.05 1.29  0.19
H: 1.18 -1.60 1.79  0.14
H: -0.26 -2.03 2.74  0.26
H: 0.03 -0.54 4.91  0.24
H: 0.65 2.13 5.37  0.24
H: 1.04 3.10 3.01  0.45

Total energy: -2435.6579 Ha
LUMO level (alpha / beta): -0.05 / -0.52 eV
ΔE to the lowest compared entry with this formula, charge and spin: 337.0 kJ/mol
HOMO energy (alpha / beta): -0.1993 / -0.1998 hartree
Net charge: 0

Density functional theory data (ωB97M-V/def2-TZVPD) for 2 unconnected molecules or ions with the total composition C9H14N at a distorted geometry.

Each line ends with the natural charge from an NBO analysis.
CARTESIAN COORDINATES (ANGSTROEM)
C: -2.22 0.76 -0.18  -0.08
C: -1.13 1.62 -0.29  0.01
C: 1.76 -0.55 -2.09  0.41
C: -1.56 -0.22 0.85  -0.29
C: -0.57 0.39 -0.03  -0.12
C: -0.84 2.74 -1.17  -0.66
C: -1.76 -1.68 0.96  -0.63
C: 2.26 -0.26 1.21  -0.62
C: 1.96 -1.35 0.19  -0.28
N: 1.56 -0.79 -1.00  -0.13
H: 1.67 -0.08 -2.98  0.26
H: -2.90 0.21 -0.82  0.22
H: -1.20 0.19 1.82  0.25
H: -0.91 3.73 -0.77  0.26
H: -1.37 2.77 -2.10  0.25
H: 0.24 2.72 -1.55  0.22
H: -1.27 -1.95 1.92  0.23
H: -1.39 -2.30 0.25  0.21
H: -2.84 -1.94 1.04  0.24
H: 3.15 0.22 0.75  0.23
H: 1.45 0.45 1.14  0.24
H: 2.11 -0.70 2.24  0.26
H: 1.04 -1.93 0.66  0.26
H: 2.77 -2.06 -0.05  0.26

Total energy: -405.5617 Ha
LUMO level: -4.46 eV
ΔE to the lowest compared entry with this formula, charge and spin: 764.6 kJ/mol
HOMO energy: -0.4318 hartree
Net charge: +1

Density functional theory data (ωB97M-V/def2-TZVPD) for C9H14N2O7 in the gas phase at a distorted geometry.

Each line ends with the natural charge from an NBO analysis.
CARTESIAN COORDINATES (ANGSTROEM)
N: -2.35 -1.99 -0.93  -0.85
C: -1.97 -0.58 -0.54  -0.14
C: -2.80 0.12 0.60  -0.53
C: -4.35 0.09 0.33  0.79
O: -5.15 0.87 0.87  -0.57
O: -4.67 -1.02 -0.38  -0.71
C: -0.55 -0.42 0.01  0.67
O: -0.01 -1.52 0.34  -0.70
N: -0.09 0.75 -0.19  -0.59
C: 1.15 1.27 0.22  -0.17
C: 2.35 0.53 -0.33  -0.41
C: 2.87 -0.46 0.76  -0.55
C: 3.45 -1.86 0.24  0.79
O: 4.61 -1.97 -0.04  -0.57
O: 2.49 -2.78 -0.01  -0.67
C: 1.30 2.76 -0.19  0.81
O: 0.33 3.36 -0.52  -0.58
O: 2.58 3.22 -0.08  -0.68
H: -1.82 -2.64 -0.27  0.41
H: -2.01 -2.18 -1.88  0.39
H: -2.20 0.06 -1.46  0.22
H: -2.51 1.25 0.54  0.22
H: -2.54 -0.37 1.57  0.25
H: -3.86 -1.59 -0.61  0.51
H: -0.96 1.55 -0.27  0.46
H: 1.39 1.12 1.28  0.23
H: 1.89 -0.02 -1.14  0.22
H: 3.21 1.17 -0.71  0.26
H: 3.64 0.05 1.38  0.24
H: 2.19 -0.69 1.55  0.22
H: 1.71 -2.25 0.25  0.51
H: 2.64 4.19 -0.39  0.52

Total energy: -987.5384 Ha
LUMO level: -0.09 eV
ΔE to the lowest compared entry with this formula, charge and spin: 284.3 kJ/mol
HOMO energy: -0.3724 hartree
Net charge: 0

Density functional theory data (ωB97M-V/def2-TZVPD) for C9H14N2S in the gas phase at a distorted geometry.

Each line ends with the natural charge from an NBO analysis.
CARTESIAN COORDINATES (ANGSTROEM)
C: -1.11 -1.32 -0.67  -0.40
N: 0.01 -1.58 0.21  -0.43
C: 0.07 -3.01 0.62  -0.42
C: 1.17 -0.94 0.17  0.31
N: 2.32 -1.58 0.21  -0.48
C: 3.39 -0.82 0.00  -0.15
S: 3.04 0.88 -0.15  0.42
C: 1.34 0.44 -0.02  -0.27
C: 0.27 1.45 0.00  -0.13
C: -0.21 2.00 -1.32  -0.59
C: 0.47 2.51 1.02  -0.40
C: -0.59 1.45 1.23  -0.40
H: -1.27 -2.05 -1.51  0.19
H: -2.03 -1.21 -0.06  0.20
H: -0.87 -0.28 -1.03  0.21
H: -0.13 -3.65 -0.16  0.19
H: 1.09 -2.92 1.05  0.25
H: -0.59 -3.17 1.51  0.19
H: 4.37 -1.29 0.13  0.23
H: -0.59 1.16 -1.93  0.21
H: 0.57 2.45 -1.99  0.22
H: -0.84 2.86 -1.16  0.21
H: 0.22 3.48 0.74  0.21
H: 1.26 2.44 1.71  0.21
H: -0.41 0.65 1.92  0.23
H: -1.60 1.92 1.17  0.22

Total energy: -858.9415 Ha
LUMO level: 0.79 eV
ΔE to the lowest compared entry with this formula, charge and spin: 296.4 kJ/mol
HOMO energy: -0.2762 hartree
Net charge: 0

Density functional theory data (ωB97M-V/def2-TZVPD) for a gas-phase ion, C9H14N3 (charge +1) at a distorted geometry.

Each line ends with the natural charge from an NBO analysis.
CARTESIAN COORDINATES (ANGSTROEM)
C: 1.69 0.14 -1.24  0.11
C: 2.52 0.04 -0.23  -0.03
C: -0.76 1.35 0.18  0.17
C: -0.26 2.58 0.31  -0.38
C: -2.13 0.69 0.01  -0.46
C: -1.50 -0.67 0.13  0.15
C: 4.08 -0.01 -0.06  -0.61
C: -1.94 -1.40 1.26  -0.62
C: -1.56 -1.45 -1.19  -0.60
N: 1.92 -0.33 1.06  -0.05
N: 0.70 -0.31 1.21  0.12
N: -0.17 0.05 0.31  -0.23
H: 1.15 0.54 -2.07  0.26
H: 0.71 2.90 0.44  0.23
H: -0.99 3.35 0.23  0.24
H: -2.78 1.06 0.86  0.26
H: -2.46 1.05 -0.96  0.25
H: 4.17 -0.17 1.06  0.27
H: 4.36 1.06 -0.40  0.26
H: 4.47 -0.78 -0.77  0.26
H: -3.03 -1.51 0.89  0.25
H: -1.85 -0.91 2.14  0.23
H: -1.45 -2.36 1.37  0.24
H: -0.87 -2.26 -1.26  0.23
H: -1.42 -0.78 -2.00  0.21
H: -2.62 -1.90 -1.26  0.24

Total energy: -515.0823 Ha
LUMO level (alpha / beta): -5.76 / -5.75 eV
ΔE to the lowest compared entry with this formula, charge and spin: 760.1 kJ/mol
HOMO energy (alpha / beta): -0.4864 / -0.4865 hartree
Net charge: +1

Density functional theory data (ωB97M-V/def2-TZVPD) for a gas-phase ion, C9H14N3O2 (charge +1) at a distorted geometry.

Each line ends with the natural charge from an NBO analysis.
CARTESIAN COORDINATES (ANGSTROEM)
C: -1.85 -1.98 -1.93  -0.63
C: -1.56 -1.56 -0.46  -0.20
N: -0.21 -0.89 -0.54  -0.01
N: 0.74 -1.74 -0.83  -0.42
C: 1.85 -1.25 -1.30  0.83
N: 2.97 -1.99 -1.65  -0.75
O: 1.91 0.04 -1.56  -0.60
O: 0.07 -0.48 0.97  -0.41
C: -0.04 0.85 1.30  0.26
C: -0.37 1.84 0.39  -0.30
C: -0.69 3.17 0.71  -0.17
C: -0.56 3.51 2.09  -0.22
C: -0.05 2.51 2.96  -0.18
C: 0.19 1.19 2.60  -0.26
H: -2.51 -2.89 -2.00  0.25
H: -2.29 -1.13 -2.46  0.24
H: -0.92 -2.21 -2.39  0.20
H: -1.51 -2.46 0.15  0.19
H: -2.16 -0.87 -0.05  0.23
H: 0.60 -2.72 -0.56  0.42
H: 3.07 -2.88 -1.27  0.41
H: 3.88 -1.59 -1.87  0.45
H: 0.96 0.45 -1.34  0.55
H: -0.42 1.54 -0.67  0.19
H: -1.05 3.71 -0.09  0.23
H: -0.61 4.59 2.34  0.24
H: -0.11 2.73 4.05  0.23
H: 0.68 0.52 3.41  0.25

Total energy: -665.7386 Ha
LUMO level: -3.37 eV
ΔE to the lowest compared entry with this formula, charge and spin: 234.7 kJ/mol
HOMO energy: -0.4316 hartree
Net charge: +1